# 1
31
Properties=species:S:1:pos:R:3 method="wB97M-V/def2-TZVPD" fmax_ev_per_a=6.4 e_homo_ev=-9.39 charge=0 smiles="O=C1CC[C@H](Cc2cc(O)cc(OS(=O)(=O)O)c2)O1" homo_lumo_gap_ev=9.29 de_lowest_ev=0.000 multiplicity=1 e_lumo_ev=-0.104
O -5.08 -0.72 2.59
C -3.97 -0.49 2.18
C -3.36 0.89 2.31
C -2.31 0.78 1.22
C -1.97 -0.74 1.16
C -1.37 -1.31 -0.16
C -0.15 -0.49 -0.54
C -0.26 0.60 -1.43
C 0.87 1.39 -1.69
O 0.78 2.44 -2.52
C 2.12 1.13 -1.06
C 2.26 -0.01 -0.26
O 3.43 -0.30 0.35
S 4.61 -0.88 -0.66
O 5.55 -1.87 -0.07
O 5.39 0.23 -1.28
O 3.90 -1.55 -1.98
C 1.11 -0.78 0.03
O -3.18 -1.39 1.57
H -4.10 1.65 2.16
H -2.97 1.03 3.34
H -1.41 1.36 1.50
H -2.75 1.06 0.26
H -1.20 -0.92 1.93
H -1.03 -2.33 -0.03
H -2.08 -1.34 -0.97
H -1.22 0.87 -1.88
H -0.11 2.55 -2.88
H 2.97 1.81 -1.21
H 4.33 -1.05 -2.67
H 1.20 -1.62 0.71

# 2
38
Properties=species:S:1:pos:R:3 method="wB97M-V/def2-TZVPD" fmax_ev_per_a=3.6 e_homo_ev="-7.60 / -7.60" charge=0 homo_lumo_gap_ev="7.57 / 7.57" de_lowest_ev=0.000 multiplicity=1 e_lumo_ev="-0.024 / -0.024"
Al -0.59 -0.24 -0.94
N 2.89 -2.46 -1.76
C 1.78 -1.71 -1.69
S 0.21 -2.34 -1.26
N 2.07 -0.42 -2.02
N 0.99 0.36 -1.98
C 0.97 1.52 -2.64
C -0.24 2.27 -2.96
C -0.19 3.54 -3.58
C -1.31 4.28 -3.96
C -2.54 3.72 -3.60
C -2.65 2.45 -3.00
C -1.51 1.70 -2.69
O -1.57 0.42 -2.30
H 3.02 -3.38 -1.36
H 3.75 -1.93 -1.93
H 1.97 1.95 -2.90
H 0.86 3.86 -3.71
H -1.26 5.25 -4.42
H -3.42 4.30 -3.85
H -3.62 2.01 -2.77
C 0.18 -3.14 5.47
C 0.14 -1.96 4.54
N -0.18 -0.75 4.93
N 0.08 0.06 3.85
C 0.56 -0.63 2.81
S 1.15 0.03 1.43
N 0.57 -1.94 3.25
N 0.95 -3.05 2.51
H 1.04 -3.04 6.14
H 0.31 -4.07 4.88
H -0.75 -3.15 6.08
H -0.01 1.08 3.92
H 1.05 -2.75 1.51
H 0.24 -3.79 2.60
O -1.06 1.53 0.18
N -1.92 0.80 0.82
O -1.97 -0.38 0.41

# 3
28
Properties=species:S:1:pos:R:3 method="wB97M-V/def2-TZVPD" s_squared=6.02 fmax_ev_per_a=4.4 e_homo_ev="-7.77 / -8.18" charge=0 homo_lumo_gap_ev="7.70 / 5.98" multiplicity=5 e_lumo_ev="-0.077 / -2.207"
C 0.98 2.13 0.73
C 2.15 1.46 0.24
C 2.41 0.35 1.11
H 2.74 1.76 -0.64
C 1.38 0.32 2.12
C 0.50 1.43 1.87
H -0.39 1.68 2.46
H 0.51 3.02 0.28
H 3.26 -0.34 1.03
H 1.29 -0.42 2.92
Pt 0.50 -0.12 0.04
Cl -0.68 1.44 -1.77
C -0.31 -1.82 -1.39
C 0.10 -2.46 -0.18
C 1.51 -2.25 -0.02
H -0.56 -2.98 0.53
C 1.97 -1.50 -1.15
C 0.86 -1.25 -2.01
H 0.87 -0.69 -2.95
H -1.34 -1.78 -1.79
H 2.11 -2.59 0.83
H 3.00 -1.17 -1.33
B -4.24 1.10 -0.21
C -2.83 0.70 -0.10
N -1.70 0.36 0.02
H -4.65 1.60 0.85
H -4.97 0.11 -0.42
H -4.47 1.91 -1.10

# 4
34
Properties=species:S:1:pos:R:3 method="wB97M-V/def2-TZVPD" s_squared=8.79 fmax_ev_per_a=3.1 e_homo_ev="-9.55 / -12.74" charge=+1 homo_lumo_gap_ev="6.87 / 5.01" de_lowest_ev=0.000 multiplicity=6 e_lumo_ev="-2.674 / -7.725"
Pd 7.67 14.08 3.22
C 8.21 19.63 6.12
C 7.78 18.57 5.16
O 8.06 17.21 5.80
P 7.37 15.95 5.10
S 7.84 14.28 6.01
S 7.91 16.26 3.16
O 5.79 16.26 5.05
C 4.87 15.75 6.08
C 4.49 16.89 6.99
H 7.83 20.63 5.83
H 9.30 19.75 6.22
H 7.88 19.49 7.16
H 8.37 18.63 4.22
H 6.69 18.61 4.92
H 5.41 14.99 6.70
H 4.04 15.28 5.52
H 5.33 17.40 7.49
H 3.86 16.46 7.76
H 3.99 17.71 6.44
Cl 8.73 6.77 3.38
C 8.81 8.43 3.64
C 10.06 9.05 3.42
C 10.12 10.40 3.41
Cl 11.62 11.15 3.20
C 8.89 11.24 3.40
O 9.05 12.46 3.07
C 7.65 10.63 3.78
C 6.44 11.30 3.74
O 6.20 12.49 3.33
C 7.66 9.20 3.92
H 10.95 8.42 3.36
H 5.50 10.75 4.09
H 6.75 8.69 4.23

# 5
32
Properties=species:S:1:pos:R:3 method="wB97M-V/def2-TZVPD" fmax_ev_per_a=2.7 e_homo_ev=-12.96 charge=+1 homo_lumo_gap_ev=8.81 multiplicity=1 e_lumo_ev=-4.155
O 3.72 2.13 1.09
C 3.13 3.13 1.10
N 2.58 4.17 0.70
C 1.30 3.94 0.03
Cl 1.23 5.18 -1.34
C 1.10 2.53 -0.65
N 0.41 1.62 0.31
C -0.94 2.17 0.71
C -1.00 3.76 0.55
O 0.27 4.30 0.95
H 0.37 2.68 -1.50
H 2.02 2.09 -1.13
H 0.92 1.52 1.21
H 0.34 0.65 -0.05
H -1.78 1.64 0.20
H -1.05 1.98 1.82
H -1.28 3.99 -0.52
H -1.86 4.15 1.17
C -0.77 -5.55 0.02
C -1.71 -4.69 0.58
C -1.64 -3.33 0.33
C -0.63 -2.84 -0.49
C 0.32 -3.69 -1.05
C 0.25 -5.05 -0.78
N -0.57 -1.41 -0.78
O -1.41 -0.68 -0.26
O 0.31 -1.01 -1.53
H -0.83 -6.61 0.22
H -2.50 -5.08 1.21
H -2.38 -2.67 0.76
H 1.11 -3.31 -1.68
H 0.98 -5.72 -1.21

# 6
27
Properties=species:S:1:pos:R:3 method="wB97M-V/def2-TZVPD" fmax_ev_per_a=4.3 e_homo_ev="-8.45 / -7.94" charge=0 homo_lumo_gap_ev="7.41 / 7.84" de_lowest_ev=1.689 multiplicity=1 e_lumo_ev="-1.043 / -0.098"
C -2.31 0.69 0.85
C -0.23 1.92 0.65
C -2.38 0.49 -0.50
C -0.33 1.72 -0.72
C -1.22 1.41 1.49
C -1.38 0.94 -1.30
C 1.42 -1.81 -0.73
C 0.22 -2.04 -1.27
C -1.11 1.63 2.88
C 2.06 -2.59 0.39
C 2.15 -0.71 -1.40
O -0.05 1.08 -3.60
S -1.20 0.39 -2.97
Cl -1.06 -3.07 -1.16
H -3.09 0.38 1.51
H 0.52 2.64 0.92
H -3.20 -0.04 -0.91
H 0.47 1.95 -1.39
H -0.16 2.08 3.13
H -1.95 2.18 3.31
H -1.00 0.65 3.50
H 2.94 -2.14 0.74
H 1.37 -2.66 1.28
H 2.37 -3.67 0.04
H 2.99 -1.09 -2.00
H 1.63 -0.20 -2.15
H 2.54 -0.11 -0.59

# 7
26
Properties=species:S:1:pos:R:3 method="wB97M-V/def2-TZVPD" fmax_ev_per_a=3.6 e_homo_ev=-8.44 charge=0 smiles="Cl[SiH2]C(C1C=CC=C1)C1C=CC=C1" homo_lumo_gap_ev=9.04 de_lowest_ev=2.701 multiplicity=1 e_lumo_ev=0.594
Cl 2.90 -0.78 -2.39
Si 0.94 -0.23 -2.20
C 0.09 -0.85 -0.64
C 0.79 -0.34 0.64
C 1.44 1.03 0.47
C 2.74 1.02 0.80
C 3.08 -0.35 1.23
C 2.00 -1.16 1.09
C -1.33 -0.29 -0.63
C -1.77 1.16 -0.40
C -2.66 1.19 0.62
C -2.87 -0.13 1.15
C -2.15 -1.05 0.44
H 1.00 1.18 -1.99
H 0.05 -0.34 -3.46
H -0.06 -1.85 -0.41
H 0.06 -0.47 1.38
H 0.80 1.80 0.19
H 3.47 1.74 0.81
H 4.10 -0.54 1.49
H 1.75 -2.23 1.28
H -1.71 -0.60 -1.70
H -1.55 1.88 -1.12
H -3.18 2.12 0.94
H -3.48 -0.50 1.91
H -1.96 -2.12 0.40

# 8
29
Properties=species:S:1:pos:R:3 method="wB97M-V/def2-TZVPD" fmax_ev_per_a=3.0 e_homo_ev=-6.63 charge=0 homo_lumo_gap_ev=5.06 de_lowest_ev=4.437 multiplicity=1 e_lumo_ev=-1.574
C -0.46 0.95 1.08
C 0.57 1.05 2.00
N 1.43 1.26 2.79
C -1.29 -0.18 0.98
C -2.42 -0.23 0.08
C -3.15 -1.40 -0.09
C -2.83 -2.55 0.67
N -3.54 -3.76 0.46
O -3.22 -4.77 1.13
O -4.46 -3.76 -0.39
C -1.76 -2.51 1.60
C -1.02 -1.35 1.76
H -0.70 1.86 0.54
H -2.72 0.66 -0.47
H -3.97 -1.49 -0.80
H -1.53 -3.42 2.16
H -0.23 -1.33 2.51
C 3.83 1.55 -0.76
N 2.47 1.60 -1.29
C 2.14 2.80 -2.07
C 1.61 0.64 -1.11
H 4.30 2.50 -1.02
H 3.82 1.42 0.33
H 4.40 0.73 -1.22
H 3.01 3.44 -2.02
H 1.93 2.54 -3.12
H 1.26 3.31 -1.65
H 0.61 0.70 -1.56
H 1.93 -0.26 -0.54

# 9
29
Properties=species:S:1:pos:R:3 method="wB97M-V/def2-TZVPD" fmax_ev_per_a=2.9 e_homo_ev=-7.04 charge=0 smiles="Cc1ccc2n[nH]c(N=C3NCCN3)c2c1" homo_lumo_gap_ev=7.67 de_lowest_ev=1.633 multiplicity=1 e_lumo_ev=0.628
C 3.38 -1.33 1.09
C 2.93 0.04 0.61
C 3.86 0.81 -0.09
C 3.47 2.07 -0.61
C 2.17 2.56 -0.37
N 1.65 3.74 -0.61
N 0.43 3.69 -0.04
C 0.13 2.47 0.50
N -1.09 2.15 1.09
C -1.69 0.99 0.79
N -1.35 0.01 -0.10
C -2.03 -1.26 0.23
C -2.98 -0.88 1.39
N -2.77 0.57 1.46
C 1.26 1.75 0.35
C 1.62 0.50 0.86
H 4.14 -1.19 1.87
H 2.56 -1.92 1.47
H 3.83 -1.90 0.32
H 4.86 0.42 -0.32
H 4.18 2.67 -1.15
H -0.18 4.51 0.03
H -0.41 0.06 -0.44
H -1.33 -2.06 0.48
H -2.62 -1.60 -0.67
H -2.68 -1.33 2.31
H -4.00 -1.12 1.15
H -2.93 1.05 2.34
H 0.90 -0.12 1.41